(1)
Formula: C35H35BCl5CrN7OTe
Source: OMol25
Level of theory: ωB97M-V/def2-TZVPD

Geometry as XYZ:
```
86
Properties=species:S:1:pos:R:3:forces:R:3:mulliken_spin:R:1
Cr 1.750 -0.782 -1.714 0.1 -0.2 0.0 3.335
C 4.975 -3.009 0.308 0.0 0.0 0.0 0.006
C 4.241 -1.839 0.093 0.0 0.0 0.0 0.020
N 3.259 -2.062 -0.772 0.0 0.1 0.0 -0.087
N 3.338 -3.358 -1.132 0.0 0.0 0.0 0.018
C 4.362 -3.948 -0.499 0.0 0.0 0.0 0.011
B 2.315 -3.943 -2.130 0.0 0.0 0.0 -0.034
N 0.911 -3.718 -1.545 0.0 0.0 0.0 0.017
C -0.037 -4.589 -1.167 0.0 0.0 0.0 0.006
C -1.103 -3.876 -0.657 0.0 0.0 0.0 0.012
C -0.717 -2.535 -0.767 0.0 0.0 0.0 -0.007
N 0.499 -2.458 -1.296 -0.1 0.0 -0.1 -0.095
N 2.415 -3.154 -3.458 0.0 0.0 0.0 0.026
C 2.644 -3.600 -4.700 0.0 0.0 0.0 0.019
C 2.582 -2.528 -5.571 0.0 0.0 0.0 0.003
C 2.303 -1.434 -4.749 0.0 0.0 0.0 0.048
N 2.209 -1.822 -3.485 0.0 0.0 0.1 -0.080
H 5.828 -3.146 0.948 0.0 0.0 0.0 0.001
H 4.378 -0.851 0.505 0.0 0.0 0.0 0.003
H 4.581 -4.988 -0.670 0.0 0.0 0.0 0.001
H 2.526 -5.110 -2.320 0.0 0.0 0.0 0.000
H 0.117 -5.648 -1.290 0.0 0.0 0.0 0.000
H -2.029 -4.261 -0.268 0.0 0.0 0.0 0.001
H -1.250 -1.634 -0.504 0.0 0.0 0.0 0.023
H 2.829 -4.646 -4.876 0.0 0.0 0.0 0.002
H 2.721 -2.536 -6.637 0.0 0.0 0.0 0.001
H 2.182 -0.393 -5.000 0.0 0.0 0.0 -0.004
Cl 0.191 4.685 0.511 0.0 0.0 0.1 0.186
C 3.061 1.662 -0.586 -0.1 -0.1 0.0 0.628
C 3.257 0.742 -1.556 0.0 0.0 -0.1 -0.032
C 4.564 0.766 -2.057 0.0 0.0 0.0 0.074
Cl 5.081 -0.400 -3.252 0.0 0.0 0.0 0.008
C 5.524 1.673 -1.591 0.0 0.0 0.0 -0.039
Cl 7.118 1.698 -2.265 0.0 0.0 0.0 -0.004
C 5.217 2.556 -0.550 0.0 0.0 0.0 0.063
Cl 6.410 3.649 0.059 0.0 0.0 0.0 0.019
C 3.938 2.527 0.000 0.0 0.1 0.0 0.077
Cl 3.511 3.494 1.368 0.0 0.0 0.0 0.015
C -1.012 -0.173 -3.824 0.0 0.0 0.0 -0.003
C -0.914 0.193 -2.347 0.1 0.1 -0.1 0.035
O -1.986 0.411 -1.727 -0.1 0.0 0.1 0.053
N 0.297 0.259 -1.840 0.0 0.0 0.0 -0.226
Te -0.960 2.209 0.333 0.1 -0.1 0.1 0.839
C -2.469 3.184 1.472 0.0 0.0 0.0 0.051
C -2.403 3.278 2.863 0.0 0.0 0.0 -0.111
C -1.205 2.806 3.639 0.0 0.0 0.0 0.079
C -3.461 3.880 3.542 0.0 0.0 0.0 -0.003
C -4.553 4.408 2.873 0.0 0.0 0.0 0.005
C -5.691 5.050 3.622 0.0 0.0 0.0 0.000
C -4.566 4.352 1.485 0.0 0.0 0.0 0.000
C -3.538 3.753 0.770 0.0 0.0 0.0 -0.024
C -3.575 3.757 -0.735 0.0 0.0 0.0 0.037
C -1.208 0.342 1.410 -0.2 0.0 0.0 0.142
C -2.448 -0.310 1.435 0.0 0.0 0.0 -0.098
C -3.705 0.290 0.867 0.0 0.0 0.0 0.006
C -2.519 -1.584 1.999 0.0 0.0 0.1 0.000
C -1.409 -2.220 2.534 0.0 0.0 0.0 -0.001
C -1.498 -3.615 3.091 0.0 0.0 0.0 -0.001
C -0.201 -1.539 2.527 0.0 0.0 0.0 -0.020
C -0.084 -0.267 1.978 0.1 0.0 0.0 -0.157
C 1.261 0.401 1.984 0.0 0.0 0.0 0.162
H -2.038 -0.049 -4.165 0.0 0.0 0.0 -0.001
H -0.708 -1.215 -3.958 0.0 0.0 0.0 0.003
H -0.343 0.449 -4.419 0.0 0.0 0.0 -0.003
H -0.291 3.167 3.162 0.0 0.0 0.0 -0.016
H -1.162 1.716 3.690 0.0 0.0 0.0 -0.012
H -1.232 3.195 4.657 0.0 0.0 0.0 0.001
H -3.412 3.953 4.624 0.0 0.0 0.0 0.001
H -5.492 5.076 4.693 0.0 0.0 0.0 0.000
H -6.622 4.500 3.466 0.0 0.0 0.0 0.000
H -5.856 6.075 3.283 0.0 0.0 0.0 0.000
H -5.397 4.791 0.941 0.0 0.0 0.0 0.000
H -4.481 4.244 -1.095 0.0 0.0 0.0 0.003
H -3.541 2.745 -1.147 0.0 0.0 0.0 -0.008
H -2.713 4.299 -1.131 0.0 0.0 0.0 0.006
H -3.528 0.636 -0.151 0.0 0.0 0.0 -0.014
H -4.049 1.128 1.476 0.0 0.0 0.0 -0.003
H -4.498 -0.458 0.837 0.0 0.0 0.0 0.000
H -3.475 -2.099 1.997 0.0 0.0 0.0 0.002
H -2.506 -4.016 2.987 0.0 0.0 0.0 0.000
H -1.234 -3.634 4.151 0.0 0.0 0.0 0.000
H -0.810 -4.283 2.568 0.0 0.0 0.0 0.000
H 0.685 -2.014 2.939 0.0 0.0 0.0 -0.002
H 1.994 -0.192 2.531 0.0 0.0 0.0 0.003
H 1.227 1.399 2.426 0.0 0.0 0.0 -0.036
H 1.627 0.534 0.962 0.0 0.0 0.0 0.072
```
Positions in Å, forces in eV/Å.

The HOMO energy (alpha / beta) comes out at -4.72 / -5.55 eV. As for the multiplicity: 6. The total charge is -1. For the LUMO energy (alpha / beta), the calculation gives 2.3 / 1.4 eV. As for the energy above the lowest of the compared OMol25 structures with the same formula, charge and spin: 1.216 eV. The calculation puts the molar mass at 937.39 g/mol. The orbital gap (alpha / beta) comes out at 0.258 / 0.256 hartree.

(2)
Formula: C35H35BrClF3N5OPS
Source: OMol25
Level of theory: ωB97M-V/def2-TZVPD

Geometry as XYZ:
```
83
Properties=species:S:1:pos:R:3:forces:R:3:mulliken_charge:R:1
C -6.585 -1.457 -3.073 0.4 0.0 0.0 -0.509
C -5.886 -1.292 -4.584 -0.9 -1.4 0.4 -0.566
P -5.005 0.390 -4.786 0.1 0.9 0.4 0.193
C -3.326 0.215 -5.732 1.6 -0.6 0.1 -0.823
C -4.517 1.007 -3.009 1.7 0.2 3.4 -0.409
C -5.215 2.434 -2.546 3.0 -1.3 4.1 -0.085
Cl -6.402 3.368 -3.668 2.1 -1.6 2.1 -0.181
C -4.820 3.008 -1.063 0.2 -1.8 -2.1 -0.351
C -3.742 2.272 -0.017 -1.2 0.0 -1.9 0.458
N -3.510 2.972 1.292 3.7 -6.9 -1.5 -0.518
C -2.542 2.141 2.086 -0.3 0.6 -0.8 0.896
C -2.169 2.707 3.615 0.2 0.0 -0.1 -0.981
N -2.864 1.945 4.721 -0.3 0.1 -1.4 -0.282
C -4.347 1.781 4.474 -0.6 0.1 0.6 -0.677
C -1.813 0.759 1.633 -2.9 1.0 -3.9 -0.305
Br -0.503 -0.183 2.867 -2.3 1.3 -1.2 -0.264
N -2.088 0.116 0.303 -1.8 4.9 3.2 0.014
C -3.087 0.872 -0.526 0.1 0.3 0.1 0.272
C -3.469 0.222 -2.011 -2.2 2.8 -0.4 0.203
C -2.793 -1.195 -2.549 0.4 0.3 0.1 -0.507
C -2.944 -2.448 -1.503 0.4 -0.1 1.3 -0.586
S -2.380 -4.003 -2.458 0.0 -1.1 1.4 -0.193
C -2.695 -5.459 -1.311 -4.2 -0.7 1.6 0.405
N -4.141 -5.700 -0.927 6.8 -1.5 0.3 -0.165
N -4.146 -6.798 -0.041 7.4 0.3 -1.1 -0.327
C -2.674 -7.234 0.105 -4.4 2.1 -1.0 -0.009
O -1.741 -6.403 -0.704 -6.0 0.2 1.0 -0.224
H -5.789 -1.970 -2.381 -1.6 1.1 -1.2 -0.083
H -6.882 -0.423 -2.597 0.7 -2.0 -1.1 0.222
H -7.548 -2.123 -3.094 1.9 1.2 -0.2 0.327
H -5.183 -2.207 -4.800 -1.3 1.6 0.5 0.318
H -6.764 -1.327 -5.390 2.1 0.2 1.7 0.401
H -3.271 0.901 -6.701 -0.5 -1.6 2.1 0.321
H -3.147 -0.932 -6.008 -0.2 2.5 0.4 0.259
H -2.422 0.584 -5.046 -2.0 -0.9 -1.4 0.224
H -5.327 4.026 -0.707 1.3 -2.5 -0.8 0.290
H -2.471 3.844 3.722 0.5 -2.4 -0.6 0.307
H -1.012 2.637 3.821 -2.3 0.1 -0.7 0.342
H -2.386 1.048 4.959 -0.7 1.1 -0.6 0.289
H -4.864 1.635 5.537 1.0 0.4 -2.4 0.272
H -4.631 0.860 3.808 0.5 1.7 1.1 0.197
H -4.738 2.768 3.943 0.7 -2.1 1.3 0.269
H -3.244 -1.561 -3.581 0.6 1.2 2.2 0.071
H -1.645 -0.960 -2.776 -2.4 -0.6 0.7 0.376
H -2.186 -2.383 -0.583 -2.0 0.2 -2.1 0.344
H -4.046 -2.658 -1.140 2.3 0.7 -0.8 0.378
H -2.435 -8.144 0.832 0.1 2.4 -2.1 0.330
F 4.989 -0.345 -2.300 0.2 0.0 -0.2 -0.369
C 4.008 -0.325 -1.388 -0.8 0.0 0.8 0.215
C 2.752 0.152 -1.746 0.0 0.0 -0.1 -0.564
C 1.728 0.168 -0.798 0.4 -0.2 0.2 -0.292
C 1.976 -0.283 0.501 0.0 0.0 -0.1 0.621
C 3.242 -0.755 0.851 -0.2 0.1 -0.4 -0.399
C 4.262 -0.781 -0.100 0.2 0.0 -0.1 -0.300
H 2.580 0.506 -2.757 0.1 0.0 0.1 0.436
H 0.740 0.532 -1.069 0.2 0.0 0.0 0.512
H 1.179 -0.266 1.241 0.5 0.0 -0.5 -0.600
H 3.433 -1.102 1.864 0.0 0.0 -0.2 0.425
H 5.249 -1.153 0.153 -0.1 0.0 -0.1 0.337
F 5.510 -2.577 2.172 -0.3 -0.1 -0.1 -0.259
C 6.737 -2.378 2.671 1.1 0.2 0.5 0.313
C 7.114 -1.100 3.070 -0.1 0.0 0.0 -0.166
C 8.389 -0.892 3.594 0.0 -0.5 -0.1 -0.456
C 9.279 -1.964 3.703 -0.1 0.0 0.0 -0.461
C 8.894 -3.242 3.295 -0.2 0.4 0.0 -0.393
C 7.614 -3.451 2.781 -0.1 0.0 0.0 -0.500
H 6.412 -0.278 2.970 0.0 -0.1 0.0 0.475
H 8.691 0.101 3.917 -0.1 -0.2 -0.1 0.352
H 10.276 -1.801 4.108 -0.2 0.0 -0.1 0.352
H 9.590 -4.073 3.376 -0.2 0.1 0.0 0.353
H 7.295 -4.439 2.467 0.0 0.1 0.0 0.397
F 2.021 3.494 2.421 -0.2 -0.1 0.2 -0.280
C 2.815 3.915 1.427 0.7 0.4 -0.9 0.053
C 2.902 5.274 1.149 -0.1 0.0 0.1 -0.419
C 3.733 5.713 0.118 0.0 -0.5 0.0 -0.427
C 4.460 4.784 -0.631 0.0 0.0 0.0 -0.527
C 4.362 3.421 -0.348 -0.2 0.4 0.2 -0.340
C 3.540 2.984 0.691 0.0 0.0 0.1 0.051
H 2.323 5.980 1.737 0.0 -0.1 0.0 0.414
H 3.814 6.774 -0.102 -0.1 -0.2 0.1 0.361
H 5.104 5.126 -1.438 -0.1 -0.1 0.2 0.369
H 4.926 2.700 -0.935 -0.1 0.1 0.1 0.397
H 3.459 1.929 0.931 0.0 0.1 0.0 0.384
```
Positions in Å, forces in eV/Å.

The HOMO energy comes out at -8.46 eV. For the LUMO energy, the calculation gives -1.7 eV. The calculation puts the molar mass at 777.09 g/mol. As for the SMILES: CCP(C)c1c(Cl)cc2nc(CNC)c(Br)nc2c1CCSc1nnco1.Fc1ccccc1.Fc1ccccc1.Fc1ccccc1. The orbital gap comes out at 0.248 hartree.